# 1
Density functional theory data (wB97M-V/def2-TZVPD) for an isolated ion of composition C4H11N2S and charge -1.

* structure (SMILES): C[C@H](C[S-])NCN
* LUMO: 3.4 eV
* Kohn-Sham gap: 5.57 eV

```
! wB97M-V def2-TZVPD RIJCOSX def2/J DEFGRID3
* xyz -1 1
C 0.8245 1.4020 -1.4229
C 0.5946 0.3956 -0.3008
C 1.8462 -0.4817 -0.1189
S 3.3801 0.2527 0.5392
N -0.6727 -0.3343 -0.3104
C -1.3606 -0.3361 0.9468
N -2.1425 -1.5819 1.2216
H -0.1310 1.9240 -1.6344
H 1.4791 2.1930 -1.0803
H 1.1783 0.8673 -2.3029
H 0.6125 0.9214 0.6687
H 1.5115 -1.5047 0.1595
H 2.1653 -0.7922 -1.1231
H -1.2968 -0.1829 -1.0894
H -1.9503 0.5797 1.1378
H -0.6205 -0.3567 1.7489
H -3.0395 -1.4591 0.7568
H -2.3780 -1.5060 2.2039
*
```

# 2
Density functional theory data (wB97M-V/def2-TZVPD) for a 6-piece molecular cluster, C18H48N5O20P2S5 overall.

* LUMO: -3.9 eV
* Kohn-Sham gap: 7.82 eV

```
! wB97M-V def2-TZVPD RIJCOSX def2/J DEFGRID3
* xyz 1 1
N 1.0436 1.9919 -1.5055
C -0.2878 1.8403 -1.4075
N -0.9139 0.6792 -1.6463
C -2.1857 0.9041 -1.4296
N -2.4269 2.1683 -1.0618
P -4.0284 2.8752 -0.6260
P -4.6802 4.2517 -2.1934
O -5.9995 4.6176 -1.7000
O -3.5691 5.3889 -2.2374
O -4.7222 3.6158 -3.6484
N -1.1953 2.7721 -1.0295
C -1.1152 4.1868 -0.5985
O 0.1653 4.5419 -0.2148
N 0.8530 5.2397 -1.3010
O 1.8989 5.5559 -0.9552
H 1.6340 1.3211 -1.0391
H 1.5085 2.7007 -2.0449
H -2.9761 0.1714 -1.5328
H -4.7840 1.7859 -1.0795
H -3.7101 6.0155 -2.9662
H -3.8583 3.4494 -4.0505
H -1.7637 4.2920 0.2700
H -1.4570 4.8261 -1.4074
O -3.2464 -4.5548 -1.7075
S -3.0646 -3.5417 -2.7012
O -3.7455 -2.2841 -2.5538
O -3.3666 -4.1455 -4.1213
C -4.6349 -4.8357 -4.3202
C -5.8068 -3.8893 -4.4504
C -1.3505 -3.2354 -2.9391
H -4.7749 -5.5514 -3.5101
H -4.4838 -5.3986 -5.2372
H -6.0041 -3.3634 -3.5177
H -6.6972 -4.4567 -4.7191
H -5.6155 -3.1452 -5.2230
H -0.8419 -4.1865 -3.0685
H -0.9910 -2.7281 -2.0462
H -1.2265 -2.6016 -3.8127
O -1.9079 -9.4341 1.1927
S -2.4936 -8.6356 2.2260
O -3.8218 -8.9082 2.6804
O -2.3736 -7.1073 1.8148
C -2.9071 -6.7010 0.5332
C -4.4170 -6.6145 0.5608
C -1.4132 -8.5658 3.6100
H -2.5525 -7.3746 -0.2480
H -2.4682 -5.7256 0.3460
H -4.8692 -7.5968 0.6899
H -4.7915 -6.1873 -0.3681
H -4.7444 -5.9967 1.3949
H -0.4109 -8.3358 3.2613
H -1.4438 -9.5479 4.0764
H -1.7722 -7.8046 4.2980
O -1.1177 -4.5729 4.5815
S -2.0811 -4.0258 5.4888
O -2.7365 -4.8862 6.4214
O -3.1647 -3.2167 4.6573
C -3.8413 -3.9011 3.5729
C -4.8938 -4.8608 4.0876
C -1.3959 -2.6514 6.3431
H -3.1083 -4.4030 2.9386
H -4.3037 -3.1109 2.9842
H -4.4376 -5.6881 4.6281
H -5.4713 -5.2760 3.2637
H -5.5734 -4.3541 4.7724
H -0.9175 -1.9928 5.6244
H -0.6656 -3.0526 7.0421
H -2.1930 -2.1424 6.8775
O 4.3641 1.2374 0.0396
S 4.6741 2.3437 -0.8183
O 4.0796 2.3695 -2.1294
O 6.2251 2.5197 -0.9200
C 7.0353 1.3636 -1.2833
C 6.9611 1.0363 -2.7574
C 4.2780 3.8551 -0.0339
H 6.7418 0.5193 -0.6596
H 8.0428 1.6535 -0.9982
H 5.9692 0.6897 -3.0433
H 7.6788 0.2492 -2.9860
H 7.1960 1.9146 -3.3574
H 4.7002 3.8838 0.9664
H 3.1945 3.8773 0.0156
H 4.6629 4.6749 -0.6346
O 6.4269 6.3296 -0.2417
S 6.3364 7.7520 -0.4137
O 7.3227 8.4204 -1.1978
O 6.2170 8.4267 1.0088
C 7.2311 8.0997 2.0003
C 8.5472 8.8008 1.7482
C 4.7378 8.1904 -1.0015
H 7.3474 7.0163 2.0399
H 6.7919 8.4223 2.9410
H 9.0246 8.4435 0.8377
H 9.2196 8.6145 2.5853
H 8.3965 9.8749 1.6477
H 3.9890 7.6936 -0.3906
H 4.6819 7.8544 -2.0348
H 4.6349 9.2704 -0.9481
*
```

# 3
Density functional theory data (wB97M-V/def2-TZVPD) for a 2-piece molecular cluster, C4H6N4 overall.

* LUMO: -2.9 eV
* Kohn-Sham gap: 6.50 eV

```
! wB97M-V def2-TZVPD RIJCOSX def2/J DEFGRID3
* xyz 0 1
C 1.3552 0.7187 -2.0503
C -0.3425 -0.0272 -0.5241
C -0.7402 0.1056 1.7537
C -1.5650 -0.7365 -0.0975
H 1.4106 0.3609 -3.0910
H 2.3999 0.2821 -1.5242
H 1.1894 1.6850 -1.5650
H 1.5606 -0.0745 1.1343
H -0.8704 -0.8823 3.6180
H -2.2285 -1.0451 -0.9925
N 0.2170 -0.2006 -1.6726
N -0.2037 0.7682 0.7576
N -0.4085 -0.0070 3.1127
N -1.7739 -0.9475 1.1410
*
```

# 4
Density functional theory data (wB97M-V/def2-TZVPD) for one molecule with the formula C5H10O2.

* LUMO (spin up / spin down): -0.5 / -1.0 eV
* Kohn-Sham gap (spin up / spin down): 8.80 / 8.14 eV

```
! wB97M-V def2-TZVPD RIJCOSX def2/J DEFGRID3
* xyz 0 1
C 1.7150 1.1645 -0.4314
O 1.1135 0.1641 -1.2335
C 0.3242 -0.7788 -0.5971
C 0.7679 -1.2444 0.6886
O -1.4157 -1.7629 0.3628
C -1.3511 -0.6274 -0.2858
C -1.7078 0.6573 0.4586
H 1.1649 1.3073 0.5090
H 2.7546 0.9093 -0.1945
H 1.7033 2.0964 -1.0029
H 0.1679 -1.5808 -1.3173
H 0.1454 -1.2217 1.5676
H 1.8406 -1.3960 0.8414
H -1.7853 -0.6185 -1.3007
H -1.3957 1.5428 -0.1080
H -2.7940 0.7062 0.5917
H -1.2479 0.6826 1.4515
*
```

# 5
Density functional theory data (wB97M-V/def2-TZVPD) for C37H29Br2IN3O3P2Sr as an isolated structure.

* LUMO: -2.7 eV
* Kohn-Sham gap: 6.35 eV

```
! wB97M-V def2-TZVPD RIJCOSX def2/J DEFGRID3
* xyz 1 1
Sr 0.7114 0.6578 -0.0227
Br -0.5358 -3.9682 2.1284
C -1.7773 -2.9045 1.1284
C -3.1443 -3.2327 1.2854
C -4.1166 -2.5019 0.6963
Br -5.9429 -2.9977 0.9787
C -3.7751 -1.3706 -0.0904
C -4.7249 -0.5332 -0.7234
C -4.3217 0.5627 -1.4200
C -2.9441 0.8302 -1.4853
N -2.0361 0.0764 -0.9327
C -2.4242 -1.0385 -0.2424
C -1.3666 -1.8256 0.3703
O -0.1471 -1.4673 0.2232
H -3.4153 -4.0841 1.8955
H -5.7754 -0.7779 -0.6402
H -5.0265 1.2197 -1.9119
H -2.5842 1.7074 -2.0188
O 2.1530 0.6843 1.5894
P 3.3079 0.8275 0.6164
C 2.6494 1.4053 -1.0997
P 1.5589 2.9985 -1.0553
O 0.1341 2.6078 -0.7432
C 1.7470 3.7962 -2.6478
C 1.1574 5.0653 -2.8030
C 1.2073 5.7095 -4.0301
C 1.8329 5.1046 -5.1145
C 2.4046 3.8501 -4.9798
C 2.3613 3.1955 -3.7538
C 2.1903 4.1467 0.1761
C 1.6182 4.1443 1.4635
C 2.0983 5.0023 2.4399
C 3.1468 5.8674 2.1502
C 3.7134 5.8841 0.8815
C 3.2417 5.0302 -0.1044
C 4.0615 -0.7314 0.0633
C 5.4487 -0.8771 -0.0525
C 5.9878 -1.9105 -0.8152
C 5.1572 -2.7851 -1.4902
C 3.7770 -2.6751 -1.3606
C 3.2163 -1.6802 -0.5795
C 4.6186 1.8893 1.2249
C 5.6320 2.4118 0.4049
C 6.6965 3.0978 0.9626
C 6.7623 3.2614 2.3463
C 5.7644 2.7518 3.1600
C 4.6850 2.0653 2.6072
H 2.0916 0.5635 -1.5243
H 3.5280 1.5647 -1.7220
H 0.6554 5.5513 -1.9753
H 0.7550 6.6860 -4.1439
H 1.8701 5.6166 -6.0679
H 2.8797 3.3807 -5.8305
H 2.8047 2.2110 -3.6882
H 0.7740 3.5062 1.7017
H 1.6536 5.0015 3.4274
H 3.5141 6.5422 2.9146
H 4.5206 6.5706 0.6638
H 3.6816 5.0650 -1.0933
H 6.1227 -0.1966 0.4499
H 7.0617 -2.0142 -0.8957
H 5.5757 -3.5673 -2.1108
H 3.1309 -3.3888 -1.8571
H 2.1300 -1.6589 -0.4654
H 5.6088 2.2761 -0.6699
H 7.4749 3.5006 0.3273
H 7.6023 3.7870 2.7836
H 5.8233 2.8845 4.2328
H 3.9096 1.6676 3.2484
I -2.3387 2.8793 5.4421
C -1.6410 1.6086 4.0078
C -1.0192 0.3966 4.1939
N -0.7220 -0.0645 2.9680
N -1.1107 0.7664 1.9904
C -1.6739 1.7882 2.6157
H -0.8060 -0.1754 5.0813
H -0.2528 -0.9276 2.7177
H -2.1135 2.5914 2.0459
*
```

# 6
Density functional theory data (wB97M-V/def2-TZVPD) for C29H22Br5MnN4O2Sb as an isolated structure.

* expectation value of S²: 1.247
* LUMO (spin up / spin down): -0.3 / -0.3 eV
* Kohn-Sham gap (spin up / spin down): 5.99 / 6.06 eV

```
! wB97M-V def2-TZVPD RIJCOSX def2/J DEFGRID3
* xyz 0 2
Mn 0.3794 0.0314 -0.0517
C 0.5202 2.3372 2.6312
C -0.7769 1.6107 2.7403
C -1.6707 2.0117 3.7318
C -2.8939 1.3866 3.8584
C -3.1805 0.3562 2.9814
C -2.2377 -0.0004 2.0280
N -1.0642 0.6091 1.8959
Sb -2.8691 -1.7302 0.8325
C -1.0487 -2.9111 0.9058
C -1.2169 -4.2434 1.2638
C -0.1039 -5.0613 1.3407
C 1.1263 -4.5059 1.0516
C 1.2090 -3.1623 0.6951
C 2.5296 -2.5683 0.3810
N 0.1291 -2.3717 0.6254
C -2.6335 -0.8509 -1.1610
C -3.8007 -0.9164 -1.9101
C -3.7905 -0.4532 -3.2126
C -2.6013 0.0469 -3.7044
C -1.4661 0.0857 -2.8965
C -0.2042 0.6386 -3.4589
N -1.4918 -0.3574 -1.6277
H 0.8866 2.6106 3.6156
H 0.3740 3.2562 2.0634
H 1.2688 1.7291 2.1314
H -1.3882 2.8068 4.4049
H -3.5960 1.6830 4.6258
H -4.1182 -0.1829 3.0406
H -2.2034 -4.6320 1.4815
H -0.1892 -6.1007 1.6190
H 2.0312 -5.0936 1.0981
H 3.3295 -3.2980 0.4647
H 2.7155 -1.7474 1.0716
H 2.5073 -2.1759 -0.6356
H -4.6964 -1.3417 -1.4767
H -4.6762 -0.4966 -3.8326
H -2.5358 0.3937 -4.7241
H -0.2802 0.7480 -4.5367
H 0.6414 -0.0040 -3.2199
H -0.0046 1.6162 -3.0193
Br 7.4913 0.8186 0.4699
C 5.7382 0.5709 -0.2030
C 5.5464 0.2329 -1.5383
Br 7.0337 -0.0080 -2.6860
C 4.2572 0.0440 -2.0248
Br 3.9345 -0.4474 -3.8305
C 3.1389 0.1530 -1.1996
O 1.9299 -0.0811 -1.5854
C 3.3374 0.4970 0.1902
O 2.2930 0.5286 0.9473
C 4.6411 0.7052 0.6423
Br 4.8567 1.1041 2.4858
Br 2.6349 5.3274 -1.6365
C 1.0288 4.3999 -1.2531
C -0.1987 5.0322 -1.4163
C -1.3380 4.3009 -1.1102
C -1.2022 2.9911 -0.6806
N -0.0207 2.3840 -0.5332
C 1.0773 3.0892 -0.8095
H -0.2534 6.0527 -1.7597
H -2.3168 4.7465 -1.2018
H -2.0730 2.3990 -0.4274
H 2.0241 2.5820 -0.6878
*
```

# 7
Density functional theory data (wB97M-V/def2-TZVPD) for a 15-piece molecular cluster, C21H65Cl3NO14 overall.

* LUMO: -2.4 eV
* Kohn-Sham gap: 8.20 eV

```
! wB97M-V def2-TZVPD RIJCOSX def2/J DEFGRID3
* xyz 1 1
C 6.5021 -0.2322 0.5082
C 5.1853 -0.0097 1.1980
C 5.0531 -0.6391 2.5713
C 4.1914 0.6755 0.6376
C 4.1991 1.1730 -0.7889
C 2.9083 1.9077 -1.1759
C 1.7982 1.0305 -1.7617
C 2.2859 0.0264 -2.8171
C 0.9927 0.3253 -0.6636
C -0.2653 -0.3622 -1.2087
N -1.4935 0.0464 -0.4333
C -2.2144 1.1997 -1.0637
C -3.6973 1.2246 -0.7235
C -4.0196 0.7659 0.7076
C -3.6226 1.7941 1.7402
Cl -1.9375 1.7777 2.2181
C -4.4426 2.7134 2.2476
C -5.8990 2.8335 1.9174
Cl -3.8658 3.9024 3.3514
C -3.4240 -0.6461 0.9594
C -2.3955 -1.1083 -0.0816
C -2.9597 -1.7991 -1.3399
C -2.6039 -3.2829 -1.3905
C -3.3353 -4.1254 -0.3472
Cl -2.2894 -4.5643 1.0533
H 6.7492 0.5677 -0.1898
H 7.3000 -0.3041 1.2486
H 6.5222 -1.1736 -0.0484
H 5.7580 -1.4620 2.6468
H 5.2922 0.0944 3.3436
H 4.0366 -1.0007 2.7136
H 3.3341 0.9213 1.2609
H 4.4079 0.3305 -1.4504
H 5.0381 1.8636 -0.9219
H 3.1155 2.7064 -1.8888
H 2.5401 2.4014 -0.2730
H 1.0986 1.7067 -2.2649
H 1.5212 -0.1659 -3.5713
H 2.5038 -0.9417 -2.3556
H 3.2064 0.3507 -3.2967
H 1.6245 -0.4092 -0.1617
H 0.6993 1.0882 0.0659
H -0.4364 -0.1209 -2.2556
H -0.1877 -1.4450 -1.1399
H -1.1524 0.3959 0.4670
H -2.0724 1.1724 -2.1412
H -1.7255 2.1048 -0.7026
H -4.0916 2.2206 -0.9180
H -4.2273 0.5504 -1.3990
H -5.0997 0.6489 0.7391
H -6.0505 3.4784 1.0525
H -6.4351 3.2382 2.7711
H -6.3592 1.8777 1.6869
H -2.9908 -0.7094 1.9560
H -4.2376 -1.3705 0.9328
H -1.7383 -1.8200 0.4208
H -4.0485 -1.7119 -1.3074
H -2.6460 -1.2955 -2.2558
H -1.5287 -3.3901 -1.2316
H -2.8281 -3.7137 -2.3645
H -4.1961 -3.6169 0.0801
H -3.6654 -5.0509 -0.8067
O 8.0573 -1.3938 3.7529
H 8.1858 -2.1496 4.3338
H 8.2394 -0.6190 4.3053
O -8.6750 3.0463 0.3463
H -8.5773 4.0036 0.3579
H -9.5915 2.9062 0.6066
O 10.1321 0.0764 1.8827
H 9.6371 0.8815 1.7076
H 9.5139 -0.4842 2.3736
O 2.6609 4.1413 1.5898
H 3.0614 4.4573 0.7734
H 1.7147 4.1714 1.4196
O 8.3312 1.4733 4.0066
H 7.6171 1.5805 3.3681
H 8.4758 2.3573 4.3608
O -0.5186 -7.8240 1.2124
H -0.8997 -8.3551 0.5073
H -0.9762 -6.9793 1.1717
O 11.3406 2.5325 3.8634
H 10.9577 1.8369 3.3119
H 11.1886 3.3539 3.3884
O 0.9572 4.0703 -2.8990
H 1.2954 4.3821 -3.7497
H 0.0055 4.0711 -3.0364
O -4.0524 -5.4724 -3.4136
H -4.2618 -6.3289 -3.0245
H -4.4361 -5.5089 -4.2953
O -4.6916 -7.2110 0.3926
H -4.2364 -6.3957 0.6213
H -4.2334 -7.8986 0.8863
O -8.2281 0.3542 2.9270
H -7.6062 0.0559 3.5986
H -7.8266 0.0899 2.0925
O -10.0460 -0.4197 0.5549
H -9.7823 -1.2766 0.9022
H -9.7099 0.2152 1.1949
O 0.8762 4.0515 -5.7974
H 1.6966 3.9867 -6.2979
H 0.2054 3.7402 -6.4154
O 0.0032 1.3427 -5.8899
H 0.3982 0.5234 -5.5786
H 0.1166 1.9722 -5.1685
*
```

# 8
Density functional theory data (wB97M-V/def2-TZVPD) for one molecule with the formula C17H18O5.

* structure (SMILES): C=CCc1ccc(OCc2ccc(C(=O)OC)o2)c(OC)c1
* LUMO: 0.8 eV
* Kohn-Sham gap: 8.82 eV

```
! wB97M-V def2-TZVPD RIJCOSX def2/J DEFGRID3
* xyz 0 1
C 4.9448 0.2050 -1.2399
C 4.5159 -0.9453 -1.7219
C 3.1044 -1.4581 -1.6464
C 2.1773 -0.5516 -0.8893
C 1.3684 0.3564 -1.5432
C 0.5338 1.2063 -0.8291
C 0.5003 1.1613 0.5517
C 1.3277 0.2422 1.2325
C 2.1491 -0.5980 0.5032
H 2.7887 -1.3064 1.0061
O 1.2394 0.2681 2.5914
C 2.0291 -0.6307 3.3272
H 1.7966 -0.4370 4.3733
H 3.0983 -0.4625 3.1579
H 1.7844 -1.6717 3.0901
O -0.2752 1.9537 1.3555
C -1.2244 2.7952 0.7568
C -2.2646 2.0569 -0.0340
C -2.9816 2.4297 -1.1430
C -3.8180 1.3413 -1.4496
C -3.5488 0.3776 -0.5061
C -4.1169 -0.9619 -0.3594
O -4.9565 -1.4226 -1.0957
O -3.5984 -1.6135 0.6893
C -4.0860 -2.9275 0.9069
H -3.7188 -3.6006 0.1288
H -3.7120 -3.2329 1.8807
H -5.1780 -2.9355 0.8904
O -2.6072 0.8245 0.3524
H -4.5225 1.2576 -2.2507
H -2.9141 3.3616 -1.6659
H -0.7514 3.5502 0.1115
H -1.6979 3.3111 1.6009
H -0.0900 1.8995 -1.3712
H 1.3785 0.4124 -2.6214
H 3.1262 -2.4461 -1.1752
H 2.7370 -1.5955 -2.6679
H 5.2024 -1.6124 -2.2291
H 5.9736 0.5088 -1.3346
H 4.2865 0.8906 -0.7331
*
```